Entry 1:
Below is an isolated molecule of C3H5NO2, with properties calculated with the ωB97M-V functional and the def2-TZVPD basis.

Each line ends with the Mulliken charge.
Atoms and positions in Å:
H 2.572 -0.763 -0.718  0.36
H -1.071 -0.715 1.728  0.26
H -0.794 -1.437 0.125  0.32
C 1.507 -0.518 -0.816  0.13
C -1.118 -0.535 0.645  -0.89
N -0.678 1.772 0.074  -0.62
C -0.236 0.614 0.260  0.70
O 1.150 0.336 0.162  -0.33
H 0.053 2.418 -0.221  0.26
O 0.756 -0.963 -1.639  -0.48
H -2.132 -0.275 0.386  0.29

gap between HOMO and LUMO: 11.68 eV
energy above the lowest of the compared OMol25 structures with the same formula, charge and spin: 0.8565 eV
lowest unoccupied orbital energy: 0.0324 Ha

---

Entry 2:
Below is a 2-piece molecular cluster, C5H16N2O overall at a distorted geometry, with properties calculated with the ωB97M-V functional and the def2-TZVPD basis.

Each line ends with the Mulliken charge.
Atoms and positions in Å:
H -2.402 3.333 1.119  0.15
H 0.724 0.822 0.710  0.15
H -0.388 2.573 -0.105  0.20
H 2.717 -0.307 0.417  0.31
C 2.694 -1.265 0.943  -0.82
H -0.583 0.555 1.819  0.32
H 2.931 -1.144 1.996  0.32
C -0.341 0.616 0.754  -0.34
C -1.130 1.849 0.272  -0.29
N 1.337 -1.875 0.883  -0.37
C -0.700 -0.722 0.028  -0.63
H -0.745 -0.779 -3.502  0.32
H 3.362 -1.965 0.457  0.28
O -0.673 -0.002 -4.086  -0.63
H 0.794 -1.585 1.674  0.31
N -1.898 2.489 1.305  -0.42
H 1.271 -1.070 -1.033  0.34
C 0.557 -1.495 -0.320  -0.67
H -1.994 2.047 2.203  0.14
H -1.251 -0.442 -0.869  0.30
H -1.512 0.410 -3.897  0.31
H -1.312 -1.287 0.727  0.24
H 0.224 -2.404 -0.846  0.25
H -1.686 1.649 -0.652  0.21

gap between HOMO and LUMO: 9.36 eV
energy above the lowest of the compared OMol25 structures with the same formula, charge and spin: 1.5505 eV
lowest unoccupied orbital energy: 0.0291 Ha

---

Entry 3:
Below is an isolated molecule of C5H10O2, with properties calculated with the ωB97M-V functional and the def2-TZVPD basis.

Each line ends with the Mulliken charge.
Atoms and positions in Å:
C 0.977 -0.462 0.389  -0.57
O -0.260 -0.022 1.036  -0.11
C -0.167 1.267 -0.136  -0.49
C -0.207 0.391 2.394  -0.72
H 1.072 -1.552 0.457  0.32
H -0.135 -0.495 3.032  0.27
H 0.632 1.076 2.544  0.36
H 1.417 0.590 -1.512  0.40
H -1.581 0.524 -2.263  0.31
H -1.234 1.295 -0.437  0.07
C 0.585 0.176 -0.932  0.13
H -0.893 -1.388 -1.127  0.26
H 0.384 -1.472 -2.353  0.33
C -0.252 -0.780 -1.789  -0.64
H -1.144 0.915 2.590  0.27
H 1.829 0.036 0.860  0.31
O -1.023 -0.097 -2.752  -0.50

gap between HOMO and LUMO: 8.59 eV
energy above the lowest of the compared OMol25 structures with the same formula, charge and spin: 5.8089 eV
lowest unoccupied orbital energy: 0.0295 Ha

---

Entry 4:
Below is a 2-piece molecular cluster, C6H12NO2S overall at a distorted geometry, with properties calculated with the ωB97M-V functional and the def2-TZVPD basis.

Each line ends with the Mulliken charge.
Atoms and positions in Å:
H -0.116 2.357 -0.234  0.35
O -1.412 -0.172 1.103  -0.51
H 2.462 -0.979 2.015  0.32
H 1.319 2.957 -0.922  0.50
C 2.045 -1.117 0.953  -0.99
H -4.054 -0.764 -1.590  0.27
C -1.379 -0.489 -0.029  0.71
H 1.649 1.708 1.379  0.42
C 0.597 -0.406 -0.825  -0.47
H 2.781 -1.392 0.165  0.41
N 1.175 -0.016 0.516  -0.07
H -3.984 -1.800 -0.175  0.29
C 1.714 1.290 0.413  -0.64
C -3.551 -0.865 -0.611  -0.68
H 1.332 -1.941 0.929  0.41
C 0.864 2.090 -0.595  -0.65
H 0.365 -0.013 1.219  0.46
O -2.150 -0.925 -0.924  -0.23
H 0.545 -1.491 -1.090  0.44
H 2.760 1.045 0.320  0.38
S 0.808 0.917 -2.007  -0.06
H -3.770 0.004 -0.010  0.34

gap between HOMO and LUMO: 9.46 eV
energy above the lowest of the compared OMol25 structures with the same formula, charge and spin: 2.2531 eV
lowest unoccupied orbital energy: -0.1071 Ha
total charge: +1

---

Entry 5:
Below is an isolated molecule of C21H24ClN3O4S, with properties calculated with the ωB97M-V functional and the def2-TZVPD basis.

Each line ends with the Mulliken charge.
Atoms and positions in Å:
H -4.767 0.933 2.252  0.34
H 0.095 -3.199 1.076  0.37
C -1.044 0.945 0.674  0.82
O -3.228 3.240 -1.324  -0.74
C -0.484 1.943 -1.454  -1.12
N -3.779 1.823 0.680  -0.26
H 3.054 -1.560 -1.532  0.49
H 6.252 1.979 -0.654  0.33
H 6.126 0.367 -1.339  0.31
H 4.904 -0.407 0.703  0.27
C -3.725 -1.186 0.795  0.50
C -1.419 1.540 -0.520  0.39
O -3.384 -1.537 1.909  -0.69
H -1.786 0.638 1.391  0.55
C 2.021 -1.736 -1.275  -0.62
H 7.093 0.628 0.121  0.41
H 0.710 0.759 3.022  0.41
H -5.852 1.558 0.983  0.38
C 0.300 0.773 0.914  0.23
N -3.087 -1.563 -0.330  0.11
C 1.685 -2.426 -0.123  -0.58
H 2.972 -0.636 1.819  0.38
C 1.253 1.164 -0.030  -0.42
H 1.609 2.058 -1.949  0.58
C -0.307 -1.514 -1.803  1.08
C 6.189 0.923 -0.407  -1.38
C 0.975 0.202 2.122  -0.94
H 0.682 -0.837 2.274  0.22
C -0.667 -2.208 -0.650  0.74
H -3.771 2.760 1.050  0.28
H -5.805 -0.877 1.016  0.43
H -3.313 -1.091 -1.196  0.22
H -0.830 2.419 -2.357  0.43
C 0.872 1.753 -1.227  -1.39
Cl -1.517 -0.946 -2.905  -0.18
C 4.959 0.655 0.451  -0.29
C -4.901 1.039 1.169  -0.70
N 2.536 0.886 0.435  0.31
H -2.392 -3.350 -1.095  0.31
H 5.023 1.218 1.385  0.31
H 1.272 -0.731 -3.009  0.47
C 3.690 1.052 -0.281  0.49
C -4.974 -0.349 0.542  -0.64
H -5.166 -0.264 -0.524  0.33
C 2.470 0.334 1.786  -0.91
C -2.090 -2.607 -0.344  -1.51
S -3.138 1.885 -0.860  1.29
C 0.355 -2.650 0.182  -0.85
H -2.124 -3.072 0.645  0.53
H 2.977 1.007 2.485  0.60
O -3.697 0.861 -1.701  -0.67
C 1.023 -1.270 -2.109  -0.89
O 3.693 1.480 -1.414  -0.65
H 2.457 -2.809 0.529  0.51

gap between HOMO and LUMO: 8.97 eV
energy above the lowest of the compared OMol25 structures with the same formula, charge and spin: 0.0501 eV
lowest unoccupied orbital energy: 0.0198 Ha

---

Entry 6:
Below is C31H21Cl3GaN7O4S as an isolated structure at a distorted geometry, with properties calculated with the ωB97M-V functional and the def2-TZVPD basis.

Each line ends with the Mulliken charge.
Atoms and positions in Å:
N 4.143 1.836 1.523  -0.32
N 0.928 -2.002 0.966  -0.05
N -1.741 1.131 1.061  0.15
C 6.693 1.643 3.783  -0.24
O -5.381 -3.078 -1.932  -0.71
H -1.029 2.556 2.361  0.28
H 0.438 -4.654 -1.035  0.44
C 1.103 -1.937 -3.787  -0.79
Ga 0.092 0.295 0.376  1.02
H 2.582 -5.343 0.022  0.45
C 2.699 -3.571 1.231  -0.89
N -1.221 -1.049 -0.236  0.05
C -3.468 -1.376 -0.922  -0.93
C 5.929 4.228 4.449  -0.75
H 5.635 5.239 4.700  0.37
C 2.077 -0.878 -1.861  0.06
C 3.303 -1.488 -2.137  -0.41
H -1.739 -4.241 -1.150  0.62
C 1.261 0.842 1.920  0.10
C 0.919 -4.031 -0.295  -0.90
C 0.358 -2.818 0.077  0.82
C 2.112 -4.408 0.295  -0.62
C -4.278 -3.631 -1.830  0.41
Cl 5.951 2.445 -0.081  -0.10
H 4.149 -1.301 -1.491  0.55
C -3.967 2.703 0.699  -0.42
H -3.034 4.019 2.133  0.44
C -3.842 1.511 0.007  -0.92
C 1.866 2.834 0.423  0.10
H 4.068 3.755 3.482  0.30
N 1.891 -0.050 -0.736  0.93
O 1.124 3.514 -1.710  -0.60
C 2.313 -2.566 -4.051  -0.54
S 1.089 1.155 3.475  -0.06
C -0.950 -2.349 -0.437  0.90
H 2.406 -3.226 -4.903  0.42
C -3.172 -2.694 -1.256  -0.58
C 5.046 3.400 3.776  0.20
C -1.857 2.286 1.718  0.12
N 3.032 0.503 -0.314  -1.16
C -1.905 -3.187 -0.974  -0.93
C -2.710 0.744 0.221  0.36
H 0.052 -0.568 -2.506  0.51
C -2.475 -0.585 -0.394  0.91
H -4.493 -1.051 -1.047  0.58
Cl 2.754 1.527 0.969  0.76
C 5.432 2.106 3.449  -0.16
H 3.729 1.003 3.322  0.24
C 0.966 2.712 -0.830  0.50
C 2.074 -2.372 1.529  -0.04
C -2.967 3.095 1.578  -0.99
C 7.572 2.472 4.467  -0.53
C 3.408 -2.333 -3.229  -0.69
H 8.558 2.113 4.728  0.37
H -4.598 1.183 -0.691  0.46
N 4.553 1.188 2.762  -0.06
O 0.020 1.817 -0.777  -0.64
H 6.974 0.639 3.493  0.40
H 4.354 -2.814 -3.440  0.41
C 0.981 -1.093 -2.697  -0.08
H 2.509 -1.679 2.241  0.39
H 7.880 4.413 5.322  0.37
H -4.837 3.328 0.548  0.45
H 0.253 -2.098 -4.438  0.45
H 3.629 -3.829 1.717  0.46
O -3.870 -4.772 -2.084  -0.71
Cl 1.779 4.120 1.525  -0.12
C 7.191 3.763 4.798  -0.39

gap between HOMO and LUMO (alpha / beta): 6.55 / 5.52 eV
energy above the lowest of the compared OMol25 structures with the same formula, charge and spin: 14.8133 eV
lowest unoccupied orbital energy (alpha / beta): -0.0684 / -0.1031 Ha

---

Entry 7:
Below is an isolated molecule of C6H12O, with properties calculated with the ωB97M-V functional and the def2-TZVPD basis.

Each line ends with the Mulliken charge.
Atoms and positions in Å:
H 1.340 -0.099 1.817  0.23
H -1.387 -1.593 0.570  0.31
H 2.473 0.919 0.916  0.30
C -1.124 0.416 -0.235  1.14
C -0.842 -0.019 -1.639  -1.04
H 0.644 1.449 -0.956  0.42
H -1.468 2.090 0.655  0.36
H -0.895 -1.083 -1.863  0.24
H 0.983 -1.528 -0.222  0.25
H -2.716 -0.470 0.880  0.39
C -1.627 -0.555 0.813  -1.49
H 2.880 -0.771 1.253  0.36
C 2.059 -0.094 0.990  -1.12
H -1.211 -0.342 1.807  0.32
C 1.389 -0.513 -0.319  -0.53
H -1.183 0.644 -2.428  0.30
H 2.145 -0.563 -1.116  0.34
O -1.752 1.673 -0.169  -0.59
C 0.294 0.438 -0.754  -0.19

gap between HOMO and LUMO: 10.45 eV
energy above the lowest of the compared OMol25 structures with the same formula, charge and spin: 1.0179 eV
lowest unoccupied orbital energy: 0.0367 Ha

---

Entry 8:
Below is CH4N2O2S as an isolated structure at a distorted geometry, with properties calculated with the ωB97M-V functional and the def2-TZVPD basis.

Each line ends with the Mulliken charge.
Atoms and positions in Å:
N -1.315 -0.419 -0.127  -0.22
N 1.048 -0.758 -0.328  -0.24
H -1.634 1.554 0.503  0.32
O 2.381 -0.023 -0.051  -0.34
C -0.073 0.019 -0.296  0.60
S 0.359 1.740 -0.212  -0.50
O -2.431 0.342 -0.121  -0.51
H 1.091 -1.515 0.242  0.25
H 2.094 0.765 0.450  0.32
H -1.518 -1.706 -0.061  0.34

gap between HOMO and LUMO: 8.95 eV
energy above the lowest of the compared OMol25 structures with the same formula, charge and spin: 6.8641 eV
lowest unoccupied orbital energy: -0.0060 Ha